Below is C42H28BF4N2PPtS2 as an isolated structure, with properties calculated with the ωB97M-V functional and the def2-TZVPD basis.

Geometry as ORCA input:
```
! RIJCOSX wB97M-V def2-TZVPD def2/J DEFGRID3
* xyz 0 1
Pt 0.19679 -0.04675 -0.27541
S 7.09389 -0.16085 -1.76071
C 7.39349 -0.12985 -3.45221
C 6.24199 -0.19365 -4.17261
C 5.09259 -0.26385 -3.36561
C 5.36939 -0.25695 -2.01991
C 4.47019 -0.26485 -0.90001
C 3.08469 -0.24555 -1.07341
N 2.22589 -0.20205 -0.07261
C 2.68419 -0.20465 1.21859
C 4.07989 -0.21795 1.48999
C 4.48829 -0.19515 2.86239
C 3.59169 -0.19885 3.87239
C 2.18029 -0.22285 3.62559
C 1.21849 -0.23765 4.61519
C -0.15441 -0.26595 4.27449
C -0.47011 -0.25665 2.91189
N 0.42929 -0.19385 1.96669
C 1.75909 -0.20605 2.26219
C -1.20671 -0.24715 5.24469
C -1.12371 -0.22835 6.61539
C -2.37361 -0.14125 7.25369
C -3.41251 -0.09805 6.37989
S -2.88151 -0.16685 4.74689
C 4.95849 -0.24925 0.42729
H 8.40409 -0.07025 -3.80711
H 6.22079 -0.18685 -5.24961
H 4.09729 -0.32235 -3.77151
H 2.65239 -0.26035 -2.06571
H 5.55169 -0.17465 3.06259
H 3.92149 -0.18155 4.90059
H 1.51639 -0.22895 5.65199
H -1.50481 -0.30055 2.59409
H -0.19521 -0.27695 7.15309
H -2.50201 -0.10405 8.32029
H -4.46131 -0.02935 6.58819
H 6.02239 -0.27015 0.60589
C -6.23361 -1.13855 0.20689
C -5.81941 -1.34395 -1.10071
C -4.52031 -1.05165 -1.47111
C -3.62741 -0.55135 -0.52731
C -4.04751 -0.34035 0.78119
C -5.34791 -0.63485 1.14549
P -1.96621 -0.02415 -1.02991
C -1.61711 -0.96735 -2.53681
C -0.99561 -0.37455 -3.63541
C -0.52831 -1.17295 -4.66471
C -0.68581 -2.54955 -4.60501
C -1.31881 -3.13665 -3.52081
C -1.77191 -2.35385 -2.47711
C -2.18171 1.72655 -1.43521
C -3.37001 2.29865 -1.81781
C -3.44041 3.68085 -2.02301
C -2.32441 4.45995 -1.88171
C -1.08421 3.90165 -1.50261
C 0.08619 4.67775 -1.37271
C 1.24899 4.09895 -0.94901
C 1.29349 2.73945 -0.59641
C 0.18839 1.93245 -0.73331
C -1.01741 2.51055 -1.22571
H -7.25001 -1.36815 0.49119
H -6.51401 -1.72945 -1.83211
H -4.19641 -1.20975 -2.49141
H -3.35341 0.06125 1.50529
H -5.67181 -0.46835 2.16249
H -0.89621 0.70415 -3.67851
H -0.01201 -0.72435 -5.50331
H -0.29801 -3.16845 -5.39791
H -1.42981 -4.20755 -3.47561
H -2.21921 -2.80955 -1.60521
H -4.25191 1.68905 -1.94551
H -4.38451 4.12605 -2.29301
H -2.38031 5.52795 -2.04171
H 0.04709 5.73005 -1.61641
H 2.15139 4.68675 -0.86751
H 2.22789 2.34905 -0.21711
F 1.53849 -3.77175 0.80689
B 0.59369 -3.68215 -0.17261
F -0.49891 -4.46765 0.04639
F 1.11609 -3.86165 -1.42421
F 0.10379 -2.29145 -0.13471
*
```

Computed properties:
- HOMO level (Ha) = -0.256
- lowest unoccupied orbital energy (eV) = -1.232
- energy relative to the best compared isomer or geometry (same formula, charge and spin) (kcal/mol) = 30.0
- energy (Ha) = -3408.458118
- frontier orbital gap (eV) = 5.73